No. 1
10
Properties=species:S:1:pos:R:3:forces:R:3 method="wB97M-V/def2-TZVPD" total_energy_ev=-4760.7333 total_charge=+1 mol_weight_g_mol=178.97 homo_energy_ev=-12.26 homo_lumo_gap_ev=8.1 relative_energy_kcal_mol=16.2
Cs -4.88287 2.60343 -4.33716 0.0 0.0 0.0
C 1.31790 -0.57224 0.91014 -0.8 -0.6 -0.6
C -0.11062 -0.46054 0.26949 1.7 -0.1 1.6
O -0.14522 0.60704 -0.62350 -0.5 0.5 -1.4
H 1.64566 0.32146 1.44115 -0.3 -0.1 0.3
H 2.07661 -0.74345 0.14650 -0.2 0.0 -0.3
H 1.33579 -1.47311 1.52351 0.1 0.2 0.4
H -0.87317 -0.30385 1.03243 0.0 -0.2 0.3
H -0.32851 -1.41344 -0.21281 -0.1 0.3 -0.4
H -0.03560 1.43475 -0.14971 0.1 -0.1 0.2



No. 2
119
Properties=species:S:1:pos:R:3:forces:R:3 method="wB97M-V/def2-TZVPD" total_energy_ev=-133419.3122 total_charge=+1 mol_weight_g_mol=955.01 homo_energy_ev=-9.36 homo_lumo_gap_ev=7.2 relative_energy_kcal_mol=11.4
Sc -0.35593 -1.22700 0.26209 0.4 0.2 0.2
C 3.65281 -1.34571 -4.00059 0.0 0.0 0.1
C 4.65889 -0.52304 -3.20228 0.1 -0.1 -0.1
C 5.17973 0.58910 -4.11878 0.0 0.0 0.0
C 5.79858 -1.43354 -2.73959 0.0 0.0 0.0
N 4.08804 0.13069 -1.97923 0.0 0.1 0.0
C 4.86760 1.05465 -1.28910 0.0 -0.1 -0.1
C 4.17217 1.45913 -0.22028 -0.1 0.0 0.1
N 2.95603 0.79878 -0.23450 0.1 0.1 0.0
B 1.89843 0.86197 0.85288 -0.1 -0.1 0.0
N 1.06622 2.15085 0.87302 0.0 0.1 0.1
C 1.30290 3.37728 0.28806 0.0 -0.2 -0.1
C 0.19259 4.12322 0.44326 -0.1 0.0 0.2
N -0.73187 3.35730 1.14360 0.0 0.1 -0.1
C -0.17738 2.14691 1.39593 0.0 0.1 -0.1
S -0.86917 0.78782 2.19624 0.0 -0.2 0.1
C -2.12342 3.79437 1.47851 -0.1 0.0 0.0
C -2.29971 3.79210 2.99577 0.1 0.0 0.0
C -3.11742 2.86539 0.77883 0.0 0.0 0.0
C -2.33677 5.21711 0.96421 0.0 0.0 0.0
N 2.45688 0.53165 2.23323 0.1 0.0 0.1
C 2.93800 1.38944 3.19950 -0.1 0.1 -0.1
C 3.31577 0.64559 4.24861 0.0 -0.1 0.0
N 3.05549 -0.68853 3.93909 0.0 0.0 0.0
C 2.52251 -0.74518 2.68394 0.0 0.2 0.1
S 2.00636 -2.08941 1.76028 0.0 -0.1 0.1
C 3.37439 -1.74306 4.95214 0.0 0.0 0.0
C 2.60425 -1.39798 6.23113 0.0 0.0 0.0
C 4.88432 -1.70490 5.20037 0.0 0.0 0.0
C 2.98939 -3.15229 4.51716 0.0 0.0 0.0
C 2.91419 -0.04076 -1.30501 0.1 0.0 0.0
S 1.63182 -1.11107 -1.66961 0.0 -0.1 -0.1
H 4.16423 -1.68682 -4.90189 0.0 0.0 0.0
H 2.78917 -0.75190 -4.29767 0.0 0.0 0.0
H 3.30185 -2.21507 -3.45277 0.0 0.0 0.0
H 5.57519 0.13782 -5.02830 0.0 0.0 0.0
H 5.98344 1.17318 -3.66986 0.0 0.0 0.0
H 4.36939 1.26558 -4.39576 0.0 0.0 0.0
H 6.25418 -1.91972 -3.60292 0.0 0.0 0.0
H 5.41470 -2.20556 -2.07094 0.0 0.0 0.0
H 6.57636 -0.87445 -2.21615 0.0 0.0 0.0
H 5.85196 1.33290 -1.61556 0.0 0.0 0.0
H 4.44496 2.14600 0.56384 0.0 0.0 0.0
H 1.15240 -0.00639 0.59951 -0.1 0.1 -0.1
H 2.22478 3.60204 -0.22145 0.0 0.0 0.0
H -0.01635 5.12073 0.10864 0.0 0.0 0.0
H -2.17458 2.79591 3.41478 0.0 0.0 0.0
H -3.30056 4.15041 3.23940 0.0 0.0 0.0
H -1.57404 4.46226 3.46207 0.0 0.0 0.0
H -2.95454 1.81538 1.02208 0.0 0.1 0.0
H -3.03762 2.97659 -0.30505 0.0 0.0 0.0
H -4.13216 3.14065 1.07193 0.0 0.0 0.0
H -1.66001 5.93038 1.43921 0.0 0.0 0.0
H -3.35533 5.51270 1.21183 0.0 0.0 0.0
H -2.22988 5.27861 -0.12085 0.0 0.0 0.0
H 2.95311 2.45853 3.06416 0.0 -0.1 0.0
H 3.74376 0.94395 5.18770 0.0 0.0 0.0
H 2.91355 -0.44501 6.66154 0.0 0.0 0.0
H 2.78164 -2.17257 6.97783 0.0 0.0 0.0
H 1.53257 -1.35153 6.02865 0.0 0.0 0.0
H 5.21522 -0.73221 5.56552 0.0 0.0 0.0
H 5.42483 -1.93242 4.28024 0.0 0.0 0.0
H 5.14944 -2.45201 5.94875 0.0 0.0 0.0
H 1.91994 -3.25013 4.33843 0.0 0.0 0.0
H 3.27278 -3.82642 5.32765 0.0 0.0 0.0
H 3.50967 -3.46048 3.61315 0.0 0.0 0.0
C -4.23732 -1.28350 -6.22014 0.0 0.0 0.0
C -3.34618 -0.05880 -6.07896 -0.1 0.0 0.0
C -4.11723 1.21501 -6.39123 0.0 0.0 0.0
C -3.20162 2.42427 -6.31144 0.0 0.0 0.0
C -2.52004 2.47410 -4.97128 0.0 0.0 -0.1
C -2.08217 3.66743 -4.44266 0.0 0.0 0.0
C -1.45749 3.69692 -3.19990 0.0 0.0 0.0
F -1.04090 4.88379 -2.71494 0.0 0.0 0.0
C -1.27169 2.57065 -2.45943 0.0 0.0 0.0
C -1.72373 1.34735 -2.96976 0.0 0.0 0.0
C -1.53749 0.15517 -2.15942 -0.1 -0.1 -0.2
O -1.05848 0.28914 -1.00117 0.1 -0.1 0.1
C -1.93634 -1.06845 -2.75421 0.1 0.0 0.2
C -2.53181 -1.04508 -3.98840 0.0 0.0 0.0
N -2.75810 0.05154 -4.71551 0.0 0.0 0.0
C -2.33584 1.28861 -4.22804 0.0 0.0 0.1
C -1.74520 -2.43534 -2.13519 -0.1 0.1 -0.2
O -2.30360 -3.39710 -2.61812 0.0 0.0 0.0
O -0.93014 -2.47827 -1.12401 -0.1 -0.1 0.1
H -4.74286 -1.22405 -7.18336 0.0 0.0 0.0
H -4.99764 -1.30474 -5.43687 0.0 0.0 0.0
H -3.68827 -2.22383 -6.20678 0.0 0.0 0.0
H -2.50843 -0.13793 -6.77749 0.0 0.0 0.0
H -4.95206 1.31260 -5.69147 0.0 0.0 0.0
H -4.53796 1.12226 -7.39192 0.0 0.0 0.0
H -3.75185 3.34958 -6.48061 0.0 0.0 0.0
H -2.44611 2.35800 -7.10078 0.0 0.0 0.0
H -2.22139 4.59500 -4.98496 0.0 0.0 0.0
H -0.78321 2.59556 -1.49558 0.0 0.0 0.0
H -2.84641 -1.99541 -4.39590 0.0 0.1 0.0
N -4.77445 -2.65148 1.91829 0.0 0.0 0.1
C -4.05780 -1.52613 1.78389 -0.1 -0.1 -0.2
N -3.83672 -0.79754 2.88253 0.1 0.0 0.1
S -3.49409 -1.04158 0.27077 -0.1 0.0 0.0
H -5.07169 -3.00466 2.81193 0.0 0.0 0.0
H -4.94510 -3.19993 1.09393 0.0 0.0 0.0
H -4.17192 -1.07806 3.78884 0.0 0.0 0.0
H -3.24210 0.01592 2.80116 0.0 0.0 0.0
C -1.01587 -3.14033 5.56642 0.0 0.0 0.0
C -1.20848 -3.26110 4.09288 -0.1 0.0 0.1
C -1.71421 -4.28416 3.31998 -0.1 -0.1 0.0
C -1.61512 -3.85057 1.98665 -0.1 0.1 0.0
N -1.08506 -2.62653 1.95142 0.0 0.0 0.0
N -0.86287 -2.28775 3.23981 0.1 0.0 0.0
C -2.05454 -4.57314 0.75895 0.0 0.0 0.0
H -1.75436 -3.73753 6.09700 0.0 0.0 0.0
H -1.11066 -2.10381 5.89329 0.0 0.0 0.0
H -0.02811 -3.50066 5.85914 0.0 0.0 0.0
H -2.10107 -5.22906 3.66689 0.0 0.0 0.0
H -0.34726 -1.44108 3.43467 0.0 0.0 0.0
H -2.51895 -5.52030 1.02741 0.0 0.0 0.0
H -1.21757 -4.76817 0.09073 0.0 0.0 0.0
H -2.76017 -3.96865 0.18628 0.0 0.0 0.0